[1]
The following is a DFT calculation (ωB97M-V with the def2-TZVPD basis set) of the molecule C20H24ClN3O3.

Each line ends with the Mulliken charge.
Atoms and positions in Å:
C (-5.187, -0.163, 1.284)  -1.606
C (-4.012, 0.626, 0.713)  0.053
N (-3.772, 0.275, -0.676)  0.329
C (-3.386, -1.108, -0.917)  -1.505
C (-2.239, -1.599, -0.021)  0.990
O (-2.445, -1.995, 1.107)  -0.631
N (-1.011, -1.511, -0.597)  -0.006
C (0.245, -1.696, -0.005)  0.127
C (0.413, -2.117, 1.307)  -0.803
C (1.695, -2.227, 1.820)  -0.597
C (2.799, -1.932, 1.049)  -0.602
C (2.633, -1.521, -0.275)  0.123
O (3.778, -1.250, -0.964)  -0.418
C (3.676, -0.931, -2.331)  -0.848
C (1.356, -1.408, -0.798)  0.179
C (-3.095, 1.257, -1.495)  -1.337
C (-1.565, 1.260, -1.448)  0.563
O (-0.895, 0.900, -2.399)  -0.639
N (-1.040, 1.662, -0.264)  0.002
C (0.322, 1.648, 0.069)  0.089
C (1.310, 1.962, -0.856)  -0.385
C (2.642, 1.931, -0.494)  -0.751
C (3.031, 1.580, 0.794)  0.961
C (4.480, 1.485, 1.150)  -1.623
C (2.045, 1.287, 1.726)  -0.652
C (0.711, 1.327, 1.369)  0.388
Cl (-0.499, 0.950, 2.553)  -0.232
H (-5.493, 0.276, 2.230)  0.462
H (-6.027, -0.136, 0.594)  0.358
H (-4.898, -1.194, 1.465)  0.275
H (-4.259, 1.692, 0.735)  0.551
H (-3.140, 0.456, 1.363)  -0.065
H (-3.131, -1.212, -1.973)  0.431
H (-4.255, -1.737, -0.701)  0.451
H (-0.963, -1.169, -1.549)  0.214
H (-0.445, -2.347, 1.914)  0.502
H (1.829, -2.550, 2.841)  0.406
H (3.799, -2.015, 1.443)  0.487
H (3.230, -1.754, -2.900)  0.356
H (3.090, -0.021, -2.490)  0.297
H (4.697, -0.769, -2.673)  0.239
H (1.192, -1.074, -1.811)  0.395
H (-3.463, 2.248, -1.219)  0.426
H (-3.372, 1.069, -2.539)  0.389
H (-1.665, 1.769, 0.525)  0.301
H (1.020, 2.219, -1.862)  0.439
H (3.398, 2.183, -1.223)  0.461
H (4.617, 1.433, 2.226)  0.369
H (5.031, 2.340, 0.762)  0.443
H (4.900, 0.584, 0.703)  0.262
H (2.315, 1.017, 2.735)  0.379

Atoms 1-6, force components in eV/Å:
0.3 0.1 0.0
-0.3 -0.1 0.2
0.2 0.1 0.0
-0.3 -0.1 0.1
-0.2 0.0 -0.4
-0.1 0.0 0.2

As for the total energy: -1626.74395 Eh. The calculation puts the energy above the lowest of the compared OMol25 structures with the same formula, charge and spin at 50.8 kJ/mol. For the orbital gap, the calculation gives 8.8 eV. The calculation puts the LUMO energy at 0.73 eV. For the highest occupied orbital energy, the calculation gives -8.0960 eV.


[2]
The following is a DFT calculation (ωB97M-V with the def2-TZVPD basis set) of a cluster of 2 separate species, C2H5N2O3 in total.

Each line ends with the Mulliken charge.
Atoms and positions in Å:
O (1.482, -1.665, -0.150)  -0.772
C (0.878, -2.002, 0.891)  0.050
O (-0.073, -1.410, 1.442)  -0.772
H (1.220, -2.931, 1.400)  0.371
N (0.434, 0.697, -1.143)  -0.254
C (-0.603, 1.445, -0.673)  0.416
N (-1.192, 0.950, 0.452)  -0.275
O (-0.979, 2.485, -1.220)  -0.749
H (0.846, 1.058, -1.987)  0.169
H (0.789, -0.193, -0.724)  0.322
H (-0.852, 0.073, 0.885)  0.334
H (-1.950, 1.492, 0.826)  0.159

Atoms 1-6, force components in eV/Å:
0.2 -0.3 0.0
-0.1 0.3 -0.1
-0.1 -0.1 0.2
0.1 -0.1 0.0
0.1 0.0 -0.1
0.1 -0.4 0.2

As for the total energy: -414.57681 Eh. The calculation puts the energy above the lowest of the compared OMol25 structures with the same formula, charge and spin at 0.0 kJ/mol. For the orbital gap, the calculation gives 9.5 eV. As for the total charge: -1. The calculation puts the LUMO energy at 4.17 eV. For the highest occupied orbital energy, the calculation gives -5.3272 eV.


[3]
The following is a DFT calculation (ωB97M-V with the def2-TZVPD basis set) of a cluster of 9 separate species, C58H55F8N2O3 in total in a non-equilibrium geometry.

Each line ends with the Mulliken charge.
Atoms and positions in Å:
C (5.000, -4.378, 0.779)  -1.300
C (4.995, -4.373, 2.297)  0.503
O (5.887, -3.343, 2.713)  -0.597
C (3.594, -4.158, 2.954)  -1.345
C (2.460, -4.372, 2.021)  1.073
C (2.139, -5.684, 1.620)  -0.318
C (1.074, -5.851, 0.775)  -0.667
C (0.367, -4.732, 0.320)  -0.438
N (0.680, -3.518, 0.701)  -0.551
N (1.700, -3.384, 1.543)  0.726
C (1.931, -1.984, 1.981)  -2.062
C (3.178, -1.310, 1.427)  0.798
C (3.253, -1.163, -0.070)  -0.042
O (4.299, -1.049, -0.615)  -0.538
O (2.077, -1.124, -0.739)  -0.279
H (4.283, -3.703, 0.322)  0.184
H (4.913, -5.373, 0.357)  0.197
H (5.982, -4.024, 0.475)  0.397
H (5.413, -5.322, 2.626)  0.461
H (5.756, -3.180, 3.653)  0.354
H (3.485, -4.910, 3.732)  0.565
H (3.571, -3.199, 3.458)  0.331
H (2.722, -6.516, 1.979)  0.621
H (0.778, -6.833, 0.442)  0.462
H (-0.470, -4.865, -0.344)  0.503
H (1.067, -1.407, 1.678)  0.487
H (1.941, -1.965, 3.064)  0.720
H (4.117, -1.736, 1.764)  0.156
H (3.151, -0.296, 1.827)  0.204
H (2.186, -1.668, -1.532)  0.314
F (3.710, -0.015, 4.648)  -0.295
C (4.929, 0.583, 4.758)  0.607
C (5.480, 1.179, 3.644)  -0.223
C (6.718, 1.793, 3.758)  -0.516
C (7.385, 1.791, 4.975)  -0.549
C (6.812, 1.179, 6.081)  -0.352
C (5.569, 0.570, 5.979)  -0.567
H (4.945, 1.167, 2.704)  0.339
H (7.161, 2.271, 2.895)  0.386
H (8.352, 2.268, 5.061)  0.390
H (7.331, 1.176, 7.029)  0.376
H (5.099, 0.097, 6.831)  0.434
F (-2.205, 2.365, -1.521)  -0.275
C (-2.219, 1.079, -1.116)  0.259
C (-1.030, 0.484, -0.746)  -0.679
C (-1.055, -0.837, -0.322)  0.295
C (-2.250, -1.538, -0.289)  -0.634
C (-3.432, -0.922, -0.671)  -0.264
C (-3.424, 0.402, -1.085)  -0.558
H (-0.107, 1.047, -0.790)  0.468
H (-0.142, -1.324, -0.024)  0.113
H (-2.259, -2.571, 0.039)  0.397
H (-4.362, -1.474, -0.647)  0.419
H (-4.333, 0.908, -1.380)  0.467
F (-5.467, 6.540, 1.940)  -0.320
C (-4.550, 6.441, 0.956)  0.394
C (-4.225, 5.191, 0.469)  -0.597
C (-3.284, 5.091, -0.547)  -0.159
C (-2.680, 6.237, -1.049)  -0.750
C (-3.020, 7.483, -0.541)  -0.336
C (-3.966, 7.592, 0.467)  -0.509
H (-4.706, 4.313, 0.882)  0.428
H (-3.024, 4.124, -0.943)  0.549
H (-1.944, 6.157, -1.838)  0.509
H (-2.548, 8.374, -0.933)  0.391
H (-4.252, 8.553, 0.873)  0.419
F (-2.870, -5.300, 0.982)  -0.307
C (-4.051, -4.959, 1.570)  0.499
C (-5.116, -4.597, 0.771)  -0.269
C (-6.320, -4.251, 1.367)  -0.515
C (-6.434, -4.262, 2.753)  -0.619
C (-5.346, -4.624, 3.534)  -0.511
C (-4.143, -4.983, 2.943)  -0.486
H (-5.001, -4.586, -0.306)  0.470
H (-7.162, -3.974, 0.751)  0.443
H (-7.367, -3.990, 3.222)  0.530
H (-5.433, -4.628, 4.612)  0.366
H (-3.288, -5.278, 3.538)  0.417
F (-9.043, -4.968, 1.827)  -0.233
C (-9.968, -5.874, 2.224)  0.546
C (-9.859, -6.429, 3.482)  -0.338
C (-10.809, -7.355, 3.886)  -0.367
C (-11.841, -7.715, 3.030)  -0.597
C (-11.927, -7.145, 1.768)  -0.337
C (-10.986, -6.213, 1.357)  -0.572
H (-9.042, -6.139, 4.130)  0.402
H (-10.743, -7.796, 4.871)  0.357
H (-12.579, -8.439, 3.348)  0.369
H (-12.728, -7.427, 1.099)  0.359
H (-11.037, -5.751, 0.380)  0.401
F (6.130, -7.289, 1.337)  -0.303
C (6.919, -7.610, 0.276)  0.455
C (6.488, -8.579, -0.604)  -0.518
C (7.294, -8.896, -1.688)  -0.382
C (8.509, -8.249, -1.868)  -0.556
C (8.920, -7.279, -0.964)  -0.408
C (8.118, -6.949, 0.119)  -0.258
H (5.541, -9.077, -0.440)  0.403
H (6.973, -9.651, -2.392)  0.370
H (9.136, -8.503, -2.711)  0.386
H (9.868, -6.778, -1.100)  0.366
H (8.417, -6.192, 0.833)  0.453
F (-2.649, 8.435, -4.087)  -0.332
C (-1.519, 7.947, -4.635)  0.396
C (-0.536, 8.825, -5.046)  -0.593
C (0.627, 8.318, -5.605)  -0.105
C (0.792, 6.948, -5.754)  -0.654
C (-0.210, 6.082, -5.338)  -0.360
C (-1.373, 6.580, -4.769)  -0.455
H (-0.685, 9.891, -4.931)  0.480
H (1.406, 8.997, -5.928)  0.351
H (1.698, 6.557, -6.196)  0.382
H (-0.088, 5.014, -5.456)  0.374
H (-2.161, 5.919, -4.433)  0.525
F (2.704, 11.477, -7.129)  -0.337
C (1.796, 12.402, -6.755)  0.379
C (1.349, 12.406, -5.450)  -0.382
C (0.416, 13.357, -5.064)  -0.370
C (-0.059, 14.280, -5.984)  -0.531
C (0.403, 14.255, -7.293)  -0.297
C (1.341, 13.312, -7.687)  -0.507
H (1.729, 11.672, -4.750)  0.519
H (0.059, 13.375, -4.042)  0.376
H (-0.789, 15.019, -5.682)  0.376
H (0.032, 14.972, -8.012)  0.360
H (1.719, 13.279, -8.700)  0.415

Atoms 1-6, force components in eV/Å:
0.5 0.2 -0.1
0.3 0.2 -0.2
-0.5 0.2 0.0
0.2 -0.3 0.3
-0.4 -0.6 -0.2
-0.4 0.5 -0.4

As for the total energy: -3377.02476 Eh. For the orbital gap, the calculation gives 5.8 eV. As for the total charge: +1. The calculation puts the LUMO energy at -4.33 eV. For the highest occupied orbital energy, the calculation gives -10.1501 eV.


[4]
The following is a DFT calculation (ωB97M-V with the def2-TZVPD basis set) of a cluster of 2 separate species, CH2O2S in total in a non-equilibrium geometry.

Each line ends with the Mulliken charge.
Atoms and positions in Å:
O (1.090, -0.769, 1.184)  -0.369
C (-0.025, -0.573, 1.415)  0.684
S (-1.491, -0.263, 1.720)  -0.322
O (-0.153, 0.529, -1.171)  -0.583
H (-0.086, 1.112, -1.848)  0.271
H (0.666, -0.036, -1.299)  0.318

Atomic forces in eV per Å
0.0 -0.2 0.0
1.4 0.0 -0.2
-1.4 0.1 0.4
1.5 -3.9 2.7
0.1 3.0 -3.3
-1.5 0.9 0.4

As for the total energy: -587.98102 Eh. The calculation puts the energy above the lowest of the compared OMol25 structures with the same formula, charge and spin at 15.1 kJ/mol. For the orbital gap, the calculation gives 11.1 eV. The calculation puts the LUMO energy at 0.62 eV. For the highest occupied orbital energy, the calculation gives -10.4348 eV.